DFT (ωB97M-V/def2-TZVPD) results for 2 unconnected molecules or ions with the total composition C4H8O2.

Each atom is followed by the atoms it is bonded to, with distances in Å.
CARTESIAN COORDINATES (ANGSTROEM)
1 C 1.534 -1.121 0.761  C4 1.503, H7 1.093, H8 1.096, H9 1.092
2 C 0.506 0.972 0.333  O3 1.340, C4 1.335, H10 1.087
3 O 0.269 2.095 -0.359  C2 1.340, H11 0.966
4 C 0.598 -0.296 -0.077  C1 1.503, C2 1.335, H12 1.091
5 C -2.351 -0.052 -0.632  O6 1.208, H13 1.105, H14 1.106
6 O -1.916 0.719 -1.455  C5 1.208
7 H 2.315 -1.474 0.082  C1 1.093
8 H 2.037 -0.446 1.463  C1 1.096
9 H 1.123 -1.962 1.324  C1 1.092
10 H 0.681 1.184 1.384  C2 1.087
11 H -0.014 1.850 -1.250  O3 0.966
12 H 0.349 -0.603 -1.094  C4 1.091
13 H -2.269 0.117 0.457  C5 1.105
14 H -2.862 -0.985 -0.937  C5 1.106

The value obtained for the HOMO-LUMO gap is 9.126 eV. For the LUMO energy, the calculation gives 0.68 eV. Its spin multiplicity is 1. As for the structure (SMILES): C/C=C/O.C=O. The value obtained for the highest occupied orbital energy is -8.4 eV.

DFT (ωB97M-V/def2-TZVPD) results for 2 unconnected molecules or ions with the total composition C4H8O2.

Each atom is followed by the atoms it is bonded to, with distances in Å.
CARTESIAN COORDINATES (ANGSTROEM)
1 C -1.737 1.811 0.191  C2 1.373, H4 1.148, H5 1.109
2 C -2.457 0.803 -0.400  C1 1.373, O3 1.435, H6 1.144
3 O -1.948 -0.364 -1.063  C2 1.435, H7 0.933
4 H -2.145 2.880 0.289  C1 1.148
5 H -0.678 1.604 0.442  C1 1.109
6 H -3.574 0.937 -0.606  C2 1.144
7 H -2.541 -0.649 -1.723  O3 0.933
8 C 1.767 -1.848 0.350  C9 1.324, H11 1.078, H12 1.114
9 C 2.205 -0.788 1.011  C8 1.324, O10 1.491, H13 1.119
10 O 2.358 0.351 0.061  C9 1.491, H14 0.940
11 H 1.769 -2.792 0.869  C8 1.078
12 H 1.250 -1.794 -0.635  C8 1.114
13 H 2.368 -0.789 2.118  C9 1.119
14 H 1.605 0.837 0.344  O10 0.940

The value obtained for the HOMO-LUMO gap (spin up / spin down) is 6.900 / 3.108 eV. For the LUMO energy (spin up / spin down), the calculation gives -5.82 / -9.57 eV. Its spin multiplicity is 2. The value obtained for the highest occupied orbital energy (spin up / spin down) is -12.7 / -12.7 eV. As for the charge: +1.

DFT (ωB97M-V/def2-TZVPD) results for C4H8O2S in the gas phase.

Each atom is followed by the atoms it is bonded to, with distances in Å.
CARTESIAN COORDINATES (ANGSTROEM)
1 C 0.342 -0.395 1.720  C2 1.575, H6 1.101, H7 1.159, O13 1.406
2 C -0.817 -0.205 0.669  C1 1.575, H8 1.134, O14 1.307, S15 1.882
3 C -0.468 0.972 -1.621  C4 1.554, H9 1.156, H10 1.082, S15 1.685
4 C -0.003 -0.494 -1.392  C3 1.554, H11 1.077, H12 1.113, O14 1.505
5 H 2.178 -0.007 1.807  O13 0.958
6 H 0.259 -1.391 2.181  C1 1.101
7 H 0.160 0.510 2.420  C1 1.159
8 H -1.657 -0.351 1.416  C2 1.134
9 H 0.549 1.390 -1.981  C3 1.156
10 H -1.189 1.091 -2.419  C3 1.082
11 H -0.206 -0.940 -2.351  C4 1.077
12 H 1.073 -0.535 -1.111  C4 1.113
13 O 1.570 -0.149 1.080  C1 1.406, H5 0.958
14 O -0.949 -1.019 -0.345  C2 1.307, C4 1.505
15 S -0.841 1.524 -0.074  C2 1.882, C3 1.685

The value obtained for the HOMO-LUMO gap is 9.179 eV. For the LUMO energy, the calculation gives 0.75 eV. Its spin multiplicity is 1. As for the structure (SMILES): OC[C@@H]1OCCS1. The value obtained for the highest occupied orbital energy is -8.4 eV.

Energy relative to the best compared isomer or geometry (same formula, charge and spin) readings, ordered: 2.687; 3.423; 2.324 eV
F_max readings, ordered: 0.68; 7.07; 4.98 eV Å⁻¹